ORCA calculation (ωB97M-V/def2-TZVPD) on a structure of composition C36H90ClCrF3NO28P6S2.

XYZ file:
```
168
Properties=species:S:1:pos:R:3:forces:R:3:mulliken_spin:R:1
Cr 10.9201 -14.9728 10.7539 1.6 -3.7 -1.7 3.034
F 11.2122 -16.4360 12.1355 -0.7 2.0 -1.7 0.009
Cl 8.6558 -15.0525 9.9903 1.1 0.1 0.6 -0.019
N 10.7839 -13.5380 12.0483 3.2 5.4 -1.0 -0.055
S 11.5958 -11.9879 12.3060 6.4 5.5 -5.9 0.012
O 12.2186 -11.5270 13.5508 -2.3 -1.8 -1.4 0.000
O 11.1450 -10.9064 11.3921 -0.6 -2.9 2.3 0.006
F 13.0040 -12.3218 11.4668 -1.5 -0.6 1.0 0.004
S 10.0385 -13.2582 13.3389 -6.4 -6.8 6.3 0.022
O 8.9090 -12.3690 13.3809 2.1 1.3 -0.1 -0.003
O 10.8402 -13.6746 14.4621 -0.2 2.1 0.0 0.001
F 9.2230 -14.6010 13.1919 -1.0 -1.0 -0.3 0.034
C 4.1471 -22.5643 11.0611 -1.1 -0.3 1.4 0.000
C 4.6915 -22.7181 12.4573 3.1 0.5 1.6 0.000
O 5.0494 -21.4253 13.1910 0.8 0.0 0.8 0.000
P 6.2776 -21.2356 14.3032 -3.1 2.1 1.3 0.000
O 7.5463 -21.8474 13.9653 0.6 -0.8 -0.3 0.000
O 6.3416 -19.5982 14.4528 -1.0 -3.2 0.2 0.000
C 6.5033 -18.8127 13.3080 2.4 2.3 0.8 0.000
C 7.5944 -17.7409 13.7987 -0.7 -0.2 -2.1 -0.004
O 5.6426 -21.5656 15.8089 0.1 0.7 -2.2 0.000
C 6.2896 -21.2593 17.0872 0.9 -1.0 -1.2 0.000
C 6.5784 -22.6385 17.6763 -0.1 0.8 0.6 0.000
H 4.8899 -22.3102 10.3049 -0.3 0.7 0.3 0.000
H 3.7683 -23.5424 10.7643 0.0 -0.2 0.1 0.000
H 3.2464 -21.9721 11.2229 0.1 0.6 -1.1 0.000
H 4.1373 -23.2395 13.2378 -0.5 -0.2 -0.7 0.000
H 5.6843 -23.1589 12.3667 -0.1 -0.6 0.2 0.000
H 6.9380 -19.3263 12.4504 -0.2 -0.4 0.1 0.000
H 5.5446 -18.3699 13.0379 0.1 0.1 -0.1 0.000
H 7.1880 -16.9322 14.4061 0.1 -0.6 0.2 0.000
H 8.5239 -18.1781 14.1633 -0.5 -0.5 0.7 0.000
H 8.0132 -17.2619 12.9137 -0.3 0.4 -0.4 0.004
H 7.1785 -20.6476 16.9338 0.1 -0.2 -0.2 0.000
H 5.6521 -20.6684 17.7450 -0.5 -0.2 -0.4 0.000
H 7.3194 -22.5263 18.4679 -0.2 -0.2 0.4 0.000
H 5.6055 -22.9537 18.0534 0.3 -0.5 0.3 0.000
H 6.9685 -23.3917 16.9918 -0.1 0.4 -0.3 0.000
C 13.6764 -15.8736 14.6696 0.9 1.0 -0.9 0.000
C 13.8929 -14.8090 13.5184 -1.2 -0.7 1.2 0.002
O 14.7483 -15.3147 12.4607 0.0 -0.4 -0.9 0.002
P 14.4995 -15.1427 10.8942 0.9 0.2 1.9 0.009
O 13.0654 -14.9301 10.6349 0.0 -0.3 -0.3 -0.024
O 15.4375 -13.8737 10.5180 -0.7 -2.0 -0.2 -0.001
C 16.1504 -13.8874 9.2630 -0.2 -0.5 -0.6 0.000
C 16.5360 -12.5055 8.9372 0.3 1.9 0.0 0.000
O 15.2189 -16.4172 10.2054 -0.5 1.4 0.0 -0.003
C 15.2866 -17.6944 10.8290 1.3 -1.9 1.4 0.000
C 16.7731 -18.2817 10.8859 -1.4 0.5 0.2 0.000
H 14.6639 -16.1926 15.0033 -0.2 -0.4 0.2 0.000
H 13.1406 -15.4359 15.5119 0.2 0.5 -0.1 0.000
H 13.0224 -16.6924 14.3700 0.4 -0.1 -0.5 0.000
H 12.8624 -14.6125 13.2225 0.3 0.1 -0.8 0.003
H 14.3467 -13.8662 13.8236 0.0 -0.2 0.4 0.000
H 17.0113 -14.5556 9.2861 -0.1 -0.1 0.4 0.000
H 15.5168 -14.2188 8.4403 -0.4 -0.4 0.2 0.000
H 15.7700 -11.8086 9.2774 -0.2 -0.1 0.0 0.000
H 17.4467 -12.1457 9.4161 0.2 -0.3 0.0 0.000
H 16.6017 -12.3371 7.8623 0.3 -0.2 0.0 0.000
H 14.8164 -17.6207 11.8096 0.3 0.0 0.1 0.000
H 14.7584 -18.5006 10.3199 -0.5 0.7 -0.7 0.000
H 16.8321 -19.2836 11.3112 -0.8 -0.2 0.1 0.000
H 17.0635 -18.4428 9.8478 0.6 0.6 0.1 0.000
H 17.4477 -17.7356 11.5453 0.1 0.5 -0.7 0.000
C 6.5992 -11.5844 10.5200 0.2 -1.4 -0.7 0.000
C 5.7286 -10.4527 10.9346 1.8 0.3 0.9 0.000
O 5.2424 -9.7073 9.8056 0.1 1.4 -1.1 0.000
P 6.1226 -8.5720 9.0267 2.0 1.0 -1.1 0.000
O 7.0459 -8.9660 7.8660 -2.5 0.3 2.7 0.000
O 6.9421 -7.7731 10.1902 -0.7 -1.0 -1.2 0.000
C 8.2703 -7.2088 9.9317 -0.7 1.0 2.8 0.000
C 8.4689 -6.0954 11.1390 -0.5 -1.1 -1.7 0.000
O 5.0736 -7.3896 8.5973 1.5 -1.6 0.2 0.000
C 4.4266 -7.4744 7.3184 -0.3 0.2 -0.8 0.000
C 4.5202 -6.1451 6.5334 -0.6 0.1 1.4 0.000
H 6.0352 -12.2574 9.8742 0.0 0.3 -0.8 -0.001
H 7.5404 -11.2779 10.0636 -0.1 -0.1 -0.1 0.001
H 6.8061 -12.3245 11.2930 0.3 0.6 0.7 0.001
H 4.9994 -10.8978 11.6116 -1.0 0.8 -0.6 0.000
H 6.3318 -9.7453 11.5037 -0.2 0.0 0.4 0.000
H 8.9715 -8.0331 10.0613 0.2 0.2 0.1 0.000
H 8.4033 -6.8107 8.9257 -0.5 0.2 0.1 0.000
H 9.2500 -5.4271 10.7766 0.3 -0.2 0.7 0.000
H 7.6167 -5.4707 11.4064 -0.6 0.0 -1.2 0.000
H 8.5585 -6.5341 12.1328 1.2 -0.5 -0.3 0.000
H 4.8546 -8.1625 6.5893 0.6 -0.6 0.7 0.000
H 3.4676 -7.9042 7.6077 -0.6 0.7 -0.7 0.000
H 3.8379 -6.1568 5.6835 0.3 -0.2 -0.2 0.000
H 4.2358 -5.2827 7.1364 -0.2 -0.1 0.2 0.000
H 5.5571 -5.9377 6.2692 -0.1 -0.4 -0.4 0.000
C 5.5192 -15.3879 12.9633 0.3 -0.9 -1.7 -0.001
C 5.1626 -14.1392 13.7039 -0.6 -0.7 -1.4 0.000
O 5.8854 -14.2262 14.8913 0.2 0.0 2.2 0.000
P 5.4700 -13.5000 16.2532 -1.6 0.0 1.8 0.000
O 4.1762 -13.9409 16.9474 3.2 1.1 -2.2 0.000
O 6.7807 -13.6452 17.1991 -0.2 0.0 -0.7 0.000
C 7.4378 -14.9249 17.5507 -1.3 -0.5 -2.1 0.000
C 8.2912 -15.4420 16.3487 0.5 0.8 1.5 0.000
O 5.5144 -11.9357 15.7560 -1.4 -3.6 0.3 0.000
C 6.5349 -11.0988 16.1187 0.4 3.3 -0.1 0.000
C 5.9188 -10.0325 17.0554 1.1 -0.7 1.4 0.000
H 5.0221 -16.2694 13.3682 0.5 0.1 0.8 0.000
H 5.1610 -15.4786 11.9378 -0.4 0.9 -0.3 -0.001
H 6.5898 -15.5261 12.8122 0.0 0.0 0.5 0.001
H 5.4488 -13.2261 13.1819 -0.1 0.0 0.0 0.000
H 4.0810 -14.2306 13.8030 -0.1 0.7 0.7 0.000
H 8.0595 -14.8193 18.4398 -0.3 0.5 -0.1 0.000
H 6.6018 -15.5973 17.7434 0.2 -0.2 0.3 0.000
H 8.5056 -16.5029 16.4776 -0.1 0.0 0.0 0.000
H 7.9152 -15.2374 15.3462 -0.2 0.0 0.5 0.000
H 9.2320 -14.9079 16.4820 0.3 -0.1 -0.5 0.000
H 7.4670 -11.5792 16.4161 -0.4 -0.1 0.6 0.000
H 6.8164 -10.5406 15.2258 0.1 -0.1 -0.3 0.000
H 5.2528 -9.2955 16.6067 0.3 -0.2 -0.3 0.000
H 5.3786 -10.5011 17.8780 -0.3 -0.4 -0.2 0.000
H 6.7237 -9.5653 17.6229 0.2 0.6 -0.4 0.000
C 14.3179 -20.3444 7.2264 0.5 1.1 1.3 0.000
C 12.9306 -19.9069 7.7415 -1.1 -1.0 -1.0 0.000
O 12.8321 -18.5880 8.2704 -1.0 2.4 0.8 -0.001
P 11.3791 -17.8198 8.4789 0.1 -0.7 -0.3 -0.007
O 11.3591 -16.5211 9.2077 0.5 -1.1 0.1 -0.028
O 10.8707 -17.6375 6.9688 1.2 0.1 1.7 -0.001
C 9.4893 -17.4256 6.7083 -1.4 -2.4 -0.2 0.003
C 8.9960 -18.8218 6.3302 -0.7 -0.8 -1.8 0.000
O 10.4152 -18.9512 9.1025 0.6 0.7 -0.4 0.002
C 10.3085 -19.1923 10.5239 0.0 -2.2 1.6 0.001
C 10.2300 -20.7501 10.8796 -0.4 0.5 -0.2 0.000
H 14.7447 -19.8558 6.3505 -0.9 -0.3 -0.6 0.000
H 15.0839 -20.0037 7.9230 -0.1 -0.1 0.7 0.000
H 14.4205 -21.4296 7.2253 -0.3 0.1 -0.4 0.000
H 12.1779 -19.9762 6.9563 0.2 0.0 -0.5 0.000
H 12.5260 -20.6002 8.4789 0.5 -0.1 0.3 0.000
H 8.8186 -17.2036 7.5383 0.9 1.1 0.5 0.000
H 9.3981 -16.7531 5.8553 0.0 0.2 0.4 0.000
H 7.9174 -18.9583 6.2522 -0.3 0.6 0.2 0.000
H 9.3233 -19.0456 5.3149 0.3 -0.1 -0.1 0.000
H 9.2984 -19.6784 6.9327 0.4 0.6 0.5 0.000
H 11.1183 -18.7376 11.0944 0.0 0.2 -0.3 -0.002
H 9.3633 -18.8273 10.9258 0.1 0.6 -0.5 0.000
H 10.4054 -21.0132 11.9228 0.6 0.9 0.3 0.000
H 9.2007 -21.1072 10.8469 -0.2 0.1 -0.8 0.000
H 10.8625 -21.4425 10.3241 0.1 0.4 -0.4 0.000
C 13.9690 -14.7886 5.4667 -2.1 0.4 -1.4 0.000
C 12.3489 -14.8703 5.5500 3.3 1.0 -1.9 0.000
O 12.0627 -14.8744 6.8973 -1.7 1.5 2.9 -0.003
P 11.7139 -13.4853 7.6932 -1.7 -1.6 0.2 0.006
O 11.4779 -13.6945 9.1942 -0.6 0.6 -3.0 -0.011
O 12.9827 -12.5928 7.4390 -0.1 -1.2 0.4 0.001
C 12.9591 -11.2754 7.9407 -0.2 2.4 -0.3 0.002
C 13.1601 -10.3409 6.7413 -0.3 0.2 1.3 0.000
O 10.5042 -12.8195 6.7688 2.4 -0.6 2.4 0.001
C 9.2414 -12.3960 7.3703 -1.0 -0.1 -1.3 0.009
C 8.6446 -11.2561 6.4972 0.7 -0.6 1.0 0.001
H 14.4826 -15.4230 6.1891 -0.3 0.0 -0.1 0.000
H 14.2091 -15.0351 4.4324 0.4 -0.4 0.0 0.000
H 14.2582 -13.7400 5.5357 0.1 -0.1 0.5 0.000
H 11.9252 -14.0211 5.0138 0.1 0.5 0.3 0.000
H 11.9631 -15.6730 4.9216 -0.1 -0.9 1.1 0.000
H 11.9992 -10.9689 8.3562 -0.6 -0.5 -0.2 0.000
H 13.5487 -11.0393 8.8266 1.0 -0.9 -0.3 0.001
H 13.1571 -9.3473 7.1894 -0.3 0.3 -0.3 0.000
H 14.0847 -10.3985 6.1670 -0.1 -0.6 0.0 0.000
H 12.2410 -10.5148 6.1816 0.4 0.4 -0.7 0.000
H 8.6152 -13.2872 7.3278 -0.2 0.1 -0.1 -0.001
H 9.2834 -12.1446 8.4301 0.6 0.2 -0.1 -0.003
H 8.7917 -11.3616 5.4223 -0.2 -0.7 0.1 0.000
H 7.5908 -11.2431 6.7753 0.0 0.5 -0.3 0.000
H 9.1304 -10.3074 6.7253 -0.3 0.1 0.3 0.000
```
Forces are in eV/Å.

Calculated values
**Spin multiplicity**: 4
**HOMO level (alpha / beta)**: -9.648 / -9.648 eV
**Expectation value of S²**: 3.78
**E_LUMO (alpha / beta)**: -1.99 / -1.50 eV

ORCA calculation (ωB97M-V/def2-TZVPD) on a structure of composition C36H90N6Na3O16P.

XYZ file:
```
152
Properties=species:S:1:pos:R:3:forces:R:3:lowdin_charge:R:1
Na -7.4200 -6.6435 21.5318 -0.2 -0.1 -0.1 0.490
Na -4.4565 -5.1272 18.1519 0.8 0.4 -0.1 0.291
Na -6.6148 -9.0946 17.6806 -0.4 -0.3 -0.2 0.440
P -6.3293 -6.8364 19.0326 -1.1 -0.4 -1.1 0.172
O -7.4925 -6.0726 18.2651 1.5 -0.9 0.5 -0.384
O -5.2605 -7.2929 17.9392 -1.8 0.0 1.9 -0.402
O -6.9666 -8.1043 19.7661 1.7 2.2 -2.0 -0.407
O -5.7052 -5.8437 20.0337 -0.7 -0.6 0.0 -0.360
C -12.3302 -10.8833 16.0790 -0.1 0.4 0.5 -0.095
O -11.8435 -9.6365 16.5590 -0.6 0.8 -0.5 -0.190
C -10.8988 -9.6114 17.5975 0.7 -0.7 0.2 -0.215
C -10.2213 -8.2614 17.8519 1.8 0.4 -0.4 -0.148
N -8.8777 -8.1321 17.2200 -1.1 -2.5 -1.4 -0.075
C -9.0443 -8.0386 15.7619 0.9 0.7 0.6 -0.165
C -7.7100 -8.0243 15.0134 -0.8 -1.0 -0.6 -0.172
O -7.1711 -9.3637 15.0434 -1.0 -0.1 1.3 -0.210
C -5.8821 -9.4508 14.5106 -0.3 0.4 0.0 -0.095
H -13.2768 -10.6994 15.5708 0.1 0.3 0.0 0.085
H -12.5685 -11.5675 16.8934 0.2 -0.2 0.2 0.084
H -11.6677 -11.3562 15.3539 0.3 0.0 0.1 0.084
H -10.1042 -10.3176 17.3564 0.4 -0.1 -0.1 0.120
H -11.3047 -9.9837 18.5381 -0.5 0.0 0.2 0.110
H -9.9253 -8.1437 18.8943 -0.8 -0.1 0.3 0.105
H -10.7662 -7.3799 17.5142 -0.9 -0.2 0.2 0.107
H -8.3651 -7.3519 17.6055 -0.1 0.9 0.1 0.017
H -9.5833 -7.1154 15.5490 -0.1 0.4 -0.4 0.120
H -9.6691 -8.8395 15.3665 0.1 -0.2 0.2 0.120
H -6.9853 -7.2861 15.3569 0.1 0.0 0.5 0.116
H -7.9280 -7.8032 13.9686 0.0 0.2 -0.3 0.125
H -5.2992 -8.7329 15.0877 0.7 0.1 -0.5 0.061
H -5.9712 -9.2224 13.4485 0.7 0.3 -0.2 0.101
H -5.4874 -10.4607 14.6215 -0.1 0.0 0.1 0.100
C -0.8926 -9.3840 20.7568 0.8 1.4 -0.6 -0.100
O -1.3025 -8.1772 21.4620 -0.2 -1.0 -0.8 -0.199
C -2.2470 -7.4110 20.6832 -0.1 0.2 0.9 -0.194
C -2.5054 -6.0910 21.3972 -0.3 0.5 0.6 -0.181
N -3.2337 -5.0655 20.6413 1.2 0.4 -0.3 -0.055
C -3.3510 -3.8115 21.3813 -0.2 0.9 0.5 -0.185
C -2.2267 -2.7732 21.1120 0.0 -1.9 -0.5 -0.238
O -2.2717 -1.5723 21.8173 0.2 1.2 -0.2 -0.175
C -1.1346 -0.7143 21.4998 -1.0 -0.9 -0.1 -0.074
H -0.4084 -9.0241 19.8489 0.3 -0.1 -0.3 0.075
H -1.6259 -10.0959 20.3779 -0.8 0.2 0.6 0.074
H -0.1213 -9.9284 21.3016 -0.3 0.3 0.5 0.085
H -3.1624 -8.0026 20.6658 -0.3 0.1 -0.5 0.114
H -1.9098 -7.1409 19.6824 0.3 -0.5 -0.3 0.120
H -1.5683 -5.6446 21.7300 0.2 -0.2 -0.1 0.120
H -3.1029 -6.2626 22.2926 0.2 -0.4 0.5 0.118
H -4.1900 -5.3677 20.5219 -0.2 -0.5 -0.1 0.015
H -3.3827 -3.9515 22.4618 -0.1 -0.3 0.4 0.115
H -4.3223 -3.4097 21.0926 0.0 0.4 0.0 0.112
H -2.2774 -2.6864 20.0267 0.5 0.6 -0.2 0.101
H -1.3146 -3.2915 21.4077 0.5 -0.1 -0.3 0.116
H -1.0342 -0.5455 20.4277 -0.3 0.0 -0.3 0.072
H -0.2032 -1.2029 21.7860 0.1 0.1 0.5 0.083
H -1.3089 0.2500 21.9771 0.2 -0.3 0.2 0.087
C -1.8198 -11.3514 16.7647 -1.3 1.1 0.5 -0.092
O -1.8333 -10.1130 16.0527 0.0 0.1 -0.7 -0.188
C -2.6097 -9.0217 16.6150 1.6 -1.4 1.4 -0.202
C -2.7223 -7.9164 15.6478 -0.2 1.6 -1.0 -0.209
N -3.3971 -6.7066 16.1984 0.8 0.1 -2.2 -0.034
C -3.9898 -5.9405 15.0542 0.5 0.2 -0.4 -0.142
C -2.9301 -5.1187 14.1334 -1.5 -0.3 2.2 -0.188
O -3.6162 -4.3709 13.1465 0.8 0.1 -0.1 -0.192
C -2.7523 -3.3542 12.5896 -1.3 -1.0 -0.7 -0.088
H -1.1217 -12.1074 16.4051 0.3 0.7 -0.4 0.087
H -2.8151 -11.7885 16.6841 -0.2 -0.3 0.1 0.077
H -1.6482 -11.1316 17.8184 0.2 -0.3 0.2 0.072
H -2.0980 -8.7224 17.5297 0.1 0.3 0.2 0.117
H -3.6014 -9.3079 16.9652 -0.3 -0.4 -0.3 0.110
H -3.2524 -8.3507 14.8001 -0.4 0.2 -0.4 0.104
H -1.8181 -7.5036 15.2005 0.6 -0.8 0.4 0.119
H -4.1018 -6.9902 16.8641 -0.6 -0.1 -0.1 -0.005
H -4.7513 -5.2584 15.4322 0.4 0.6 0.3 0.089
H -4.6305 -6.5614 14.4280 0.3 -0.5 -0.5 0.094
H -2.1132 -5.7134 13.7248 -0.2 -0.3 -0.2 0.112
H -2.4868 -4.4408 14.8629 0.3 0.3 0.1 0.098
H -2.7244 -2.4834 13.2446 0.4 -0.1 0.0 0.083
H -3.1964 -3.0998 11.6272 -0.4 0.4 0.2 0.083
H -1.8023 -3.7755 12.2607 0.4 0.1 0.7 0.085
C -3.5404 -10.0607 23.6504 0.5 -1.0 -0.1 -0.096
O -4.7950 -10.4834 23.2104 -0.3 -0.5 0.4 -0.186
C -5.6357 -9.4590 22.7878 -1.8 -0.8 -1.4 -0.218
C -6.9826 -10.1791 22.4139 0.5 0.5 -0.8 -0.154
N -7.9946 -9.3677 21.6941 0.1 0.0 2.4 -0.079
C -9.2579 -10.0800 21.5451 0.8 0.1 -1.0 -0.175
C -9.2052 -11.4281 20.7717 -1.3 0.1 0.8 -0.218
O -8.7826 -12.5093 21.5825 -0.1 -0.5 -0.6 -0.188
C -8.8940 -13.8015 20.9788 0.7 -0.1 1.0 -0.102
H -3.6719 -9.4772 24.5617 0.6 0.4 -0.1 0.097
H -2.9330 -9.6425 22.8477 -0.3 1.1 0.0 0.071
H -2.9638 -10.9664 23.8383 -0.2 -0.2 0.6 0.089
H -5.1852 -9.0387 21.8886 -0.2 0.6 -0.1 0.111
H -5.9000 -8.6972 23.5211 0.5 0.2 0.4 0.119
H -7.3897 -10.5906 23.3376 -0.1 -0.2 -0.1 0.124
H -6.7212 -10.9680 21.7087 0.3 -0.6 0.5 0.114
H -7.5698 -9.0271 20.8434 -0.3 -0.2 -0.4 -0.007
H -9.9401 -9.4813 20.9417 0.1 0.4 -0.2 0.096
H -9.7506 -10.1056 22.5171 0.0 -0.8 0.1 0.121
H -8.7122 -11.3672 19.8015 0.9 0.2 0.1 0.117
H -10.2294 -11.5968 20.4391 -0.6 -0.3 0.2 0.105
H -8.4685 -14.5000 21.6993 0.1 0.1 0.2 0.083
H -8.2697 -13.9336 20.0951 -0.2 0.4 -0.4 0.083
H -9.9003 -14.1910 20.8251 -0.4 0.6 -0.3 0.083
C -10.1236 -2.3014 14.6588 1.2 0.5 0.2 -0.088
O -8.7541 -2.6875 14.7673 -0.4 -0.3 -0.7 -0.200
C -8.3113 -2.9194 16.0903 0.3 0.1 -1.0 -0.204
C -6.8680 -3.4654 15.9784 0.1 0.5 1.5 -0.119
N -6.2700 -3.7314 17.3315 -0.6 -0.4 -2.5 -0.058
C -5.9538 -2.6071 18.1468 0.4 -0.4 0.9 -0.221
C -4.6759 -1.9390 17.7112 0.8 0.6 -0.2 -0.172
O -3.5423 -2.8403 17.7501 -0.5 0.3 -0.2 -0.211
C -2.3477 -2.3259 17.1607 -0.2 -0.2 0.0 -0.088
H -10.3235 -2.0583 13.6153 0.0 -0.3 0.0 0.088
H -10.2210 -1.3678 15.2129 -0.5 0.1 0.3 0.084
H -10.7974 -3.0647 15.0480 -0.1 -0.1 0.0 0.070
H -8.9668 -3.6446 16.5726 0.1 -0.3 0.2 0.103
H -8.4198 -1.9758 16.6249 0.4 0.2 0.4 0.120
H -6.1766 -2.7997 15.4619 -0.4 0.4 -0.1 0.114
H -6.8908 -4.3590 15.3547 0.0 -0.3 0.3 0.111
H -6.8169 -4.4624 17.7634 -0.4 -0.3 0.5 0.044
H -5.8457 -3.0334 19.1442 0.5 0.1 0.3 0.105
H -6.7297 -1.8673 18.3434 -0.3 0.4 -0.6 0.120
H -4.5063 -1.0416 18.3061 0.3 -0.1 0.6 0.127
H -4.7675 -1.4962 16.7194 -0.1 -0.4 -0.5 0.116
H -2.4880 -1.9694 16.1403 -0.4 0.2 -0.1 0.080
H -1.6114 -3.1242 17.0680 -0.2 -0.2 0.4 0.093
H -1.9183 -1.5212 17.7575 0.0 0.1 0.1 0.081
C -12.5468 -4.2285 17.3232 -1.4 -0.5 -0.1 -0.131
O -12.1092 -4.7930 18.5195 0.2 0.5 -0.1 -0.175
C -10.7111 -4.6901 18.6411 -0.8 -0.6 1.2 -0.208
C -10.3683 -5.1164 20.1037 -1.0 -0.3 -2.1 -0.181
N -8.9660 -5.0641 20.2399 1.5 0.2 2.3 -0.086
C -8.3517 -3.7328 20.3147 -0.9 0.2 -0.3 -0.160
C -9.0722 -2.7839 21.2964 0.4 -0.3 -0.2 -0.229
O -8.5377 -1.5235 21.1259 1.0 2.5 0.1 -0.202
C -8.8705 -0.5300 22.1345 -0.2 -1.2 -0.9 -0.064
H -13.6043 -4.4903 17.2887 -0.2 0.5 -0.1 0.091
H -12.1588 -4.6953 16.4179 0.7 -0.1 0.0 0.080
H -12.4035 -3.1481 17.3049 0.0 0.1 -0.1 0.090
H -10.3162 -3.7234 18.3287 -0.2 0.4 0.2 0.110
H -10.3078 -5.4469 17.9682 0.7 0.0 -0.1 0.100
H -10.6495 -6.1677 20.0410 -0.2 -0.2 0.6 0.110
H -10.9581 -4.6525 20.8943 0.1 0.2 -0.3 0.120
H -8.5965 -5.4702 19.3922 0.8 -0.6 -0.3 0.029
H -8.3136 -3.3459 19.2964 -0.3 0.7 -0.1 0.098
H -7.2940 -3.8099 20.5665 -0.1 -0.2 0.4 0.101
H -8.8523 -3.1273 22.3072 -0.3 -0.3 0.4 0.124
H -10.1469 -2.6619 21.1614 -0.3 -0.7 -0.1 0.120
H -8.4658 0.4377 21.8378 0.4 -0.3 0.0 0.086
H -8.5007 -0.8856 23.0962 0.1 0.3 0.2 0.085
H -9.9492 -0.3836 22.1890 -0.3 -0.2 0.1 0.080
```
Forces are in eV/Å.

Calculated values
**ΔE to the lowest compared entry with this formula, charge and spin**: 110.34 kcal per mole
**HOMO level**: -8.263 eV
**E_LUMO**: -0.02 eV